# C5H9N2

A gas-phase ion, C5H9N2 (charge +1) at a distorted geometry (ωB97M-V/def2-TZVPD, the OMol25 dataset).

SMILES string: [NH2+]=CCCC1=NC1
Energy relative to the best compared isomer or geometry (same formula, charge and spin): 436.8 kJ/mol
Strongest force on any atom: 3.78 eV/A
Net charge: +1
Highest occupied orbital energy: -14.1 eV

XYZ file:
```
16
C5H9N2 (ωB97M-V/def2-TZVPD)
N 2.1599 1.1761 0.2509
C 1.3605 0.4116 -0.4429
C 1.0808 -0.9669 0.0349
C -0.4875 -1.2368 0.1302
C -1.3227 -0.0468 0.2413
N -1.1299 1.1336 -0.0911
C -2.5835 0.5641 -0.1136
H 2.2912 2.1402 0.3139
H 2.6375 0.7481 0.9712
H 0.7753 0.7725 -1.3441
H 1.5417 -1.0038 0.9311
H 1.3758 -1.7407 -0.6573
H -0.5284 -1.9511 0.9918
H -0.8475 -1.5889 -0.8526
H -3.1544 0.5542 -1.0173
H -3.1686 1.0344 0.6535
```


# C4H12N2O3

2 unconnected molecules or ions with the total composition C4H12N2O3 at a distorted geometry (ωB97M-V/def2-TZVPD, the OMol25 dataset).

SMILES string: C[C@H](N)CNC(=O)O.O
Energy relative to the best compared isomer or geometry (same formula, charge and spin): 20.7 kJ/mol
Strongest force on any atom: 1.11 eV/A
Net charge: 0
Highest occupied orbital energy: -9.0 eV

XYZ file:
```
21
C4H12N2O3 (ωB97M-V/def2-TZVPD)
C 0.8768 -1.6581 0.7189
C -0.5591 -1.1264 0.7910
N -1.4735 -1.6826 -0.1764
C -0.6798 0.4226 0.7238
N 0.4953 1.1447 1.2111
C 1.2425 1.9678 0.4389
O 2.1161 2.6828 0.8814
O 0.9834 1.9159 -0.8906
H 0.9851 -2.6526 1.1628
H 1.5990 -1.0279 1.2275
H 1.1426 -1.7438 -0.3411
H -0.9463 -1.4137 1.7733
H -1.3322 -2.6649 -0.3362
H -1.4319 -1.2385 -1.0894
H -1.5529 0.6421 1.3356
H -0.8260 0.7328 -0.2924
H 0.5525 1.3238 2.1965
H 1.4600 2.6842 -1.2369
O -0.9774 0.2264 -2.5801
H -0.0826 0.5931 -2.5738
H -1.5916 0.8721 -2.9440
```


# C5H8OS2

C5H8OS2 in the gas phase at a distorted geometry (ωB97M-V/def2-TZVPD, the OMol25 dataset).

SMILES string: SC[C@@]12CSC[C@H]1O2
Energy relative to the best compared isomer or geometry (same formula, charge and spin): 496.6 kJ/mol
Strongest force on any atom: 4.46 eV/A
Net charge: 0
Highest occupied orbital energy: -9.0 eV

XYZ file:
```
16
C5H8OS2 (ωB97M-V/def2-TZVPD)
S 1.3465 -1.7132 -1.9127
C 0.4870 -0.2637 -1.2777
C -0.2884 -0.5606 -0.0454
C 0.5205 -0.8382 1.2293
S 0.9233 1.0431 1.6397
C -0.3536 1.7580 0.2926
C -1.1957 0.5041 0.4552
O -1.7691 -0.5059 -0.2741
H 0.0800 -2.5554 -1.7533
H 1.3161 0.3440 -1.0618
H -0.0092 0.3751 -2.0904
H 1.3693 -1.4750 1.1104
H -0.4026 -1.1756 1.9649
H -0.0061 1.9883 -0.6390
H -0.6907 2.6422 0.8455
H -1.3273 0.4329 1.5167
```


# C21H23FN4O4S

C21H23FN4O4S in the gas phase at a distorted geometry (ωB97M-V/def2-TZVPD, the OMol25 dataset).

SMILES string: CCN(CC)C(=O)Cn1c(=O)n(CCC(=O)Nc2ccc(F)cc2)c(=O)c2sccc21
Energy relative to the best compared isomer or geometry (same formula, charge and spin): 0.0 kJ/mol
Strongest force on any atom: 1.14 eV/A
Net charge: 0
Highest occupied orbital energy: -8.2 eV

XYZ file:
```
54
C21H23FN4O4S (ωB97M-V/def2-TZVPD)
C -0.2694 3.5380 -4.7105
C -1.0217 2.7027 -3.6798
N -0.2473 2.5384 -2.4586
C -0.3977 3.5604 -1.4435
C -1.5480 3.2532 -0.4841
C 0.4859 1.4182 -2.3221
O 0.5360 0.5467 -3.1674
C 1.3020 1.2864 -1.0226
N 1.8326 -0.0544 -0.9295
C 1.1663 -0.9464 -0.1253
O 0.2520 -0.5724 0.5967
N 1.5897 -2.2518 -0.1315
C 0.8835 -3.1724 0.7534
C 1.3276 -3.0175 2.2177
C 0.1467 -3.0071 3.1866
O 0.0162 -3.8291 4.0651
N -0.6941 -1.9689 2.9406
C -1.8832 -1.6328 3.5832
C -2.5855 -0.5302 3.0943
C -3.7704 -0.1341 3.6811
C -4.2489 -0.8512 4.7631
F -5.4096 -0.4661 5.3427
C -3.5727 -1.9474 5.2647
C -2.3863 -2.3396 4.6737
C 2.6195 -2.7887 -0.9249
O 2.9154 -3.9597 -0.8608
C 3.2235 -1.7969 -1.7679
S 4.4997 -2.0940 -2.8933
C 4.4855 -0.4453 -3.3600
C 3.5627 0.3045 -2.6993
C 2.8238 -0.4739 -1.7795
H -0.0349 4.5257 -4.3189
H -0.8762 3.6547 -5.6037
H 0.6576 3.0404 -4.9835
H -1.2097 1.7065 -4.0851
H -1.9752 3.1713 -3.4278
H 0.5345 3.6758 -0.8878
H -0.5950 4.5060 -1.9547
H -2.4896 3.1988 -1.0244
H -1.6238 4.0364 0.2650
H -1.3927 2.3026 0.0194
H 0.6690 1.4363 -0.1468
H 2.1255 2.0052 -1.0155
H -0.1877 -2.9847 0.6462
H 1.1087 -4.1765 0.3923
H 1.8634 -2.0731 2.3394
H 1.9975 -3.8277 2.5027
H -0.4461 -1.3594 2.1617
H -2.1928 0.0110 2.2459
H -4.3232 0.7155 3.3123
H -3.9744 -2.4847 6.1089
H -1.8453 -3.1916 5.0496
H 5.1691 -0.1080 -4.1140
H 3.4076 1.3506 -2.8837
```


# C5H14Cl2N4O8

5 unconnected molecules or ions with the total composition C5H14Cl2N4O8 at a distorted geometry (ωB97M-V/def2-TZVPD, the OMol25 dataset).

Multiplicity: 2
Strongest force on any atom: 4.67 eV/A
Expectation value of S²: 0.754
Net charge: -1
Highest occupied orbital energy (spin up / spin down): -0.6 / -4.1 eV

XYZ file:
```
33
C5H14Cl2N4O8 (ωB97M-V/def2-TZVPD)
C -2.8823 -4.5649 -0.2061
N -3.9947 -5.4075 -0.6026
O -4.2665 -5.4079 -1.8094
O -4.6482 -6.0003 0.2460
H -2.4656 -5.0500 0.6766
H -3.0124 -3.4957 -0.0388
H -2.1847 -4.6519 -1.0391
C 3.4557 -1.3746 0.1764
N 3.0741 -1.8722 1.5427
O 1.9917 -1.5491 2.0800
O 3.9500 -2.5192 2.0765
H 2.7169 -0.6081 -0.0571
H 3.4129 -2.1677 -0.5702
H 4.4786 -0.9981 0.1690
C 1.9094 3.9132 -1.7001
N 2.4013 2.6395 -2.3477
O 2.7062 2.6761 -3.5668
O 2.4441 1.6408 -1.6332
H 2.3675 4.6733 -2.3330
H 2.4108 3.9939 -0.7356
H 0.8225 3.9605 -1.6337
C -1.7487 3.7314 2.7522
N -1.4068 2.5371 1.9715
O -1.0843 2.6739 0.8166
O -1.5846 1.4744 2.5486
H -2.1725 4.4545 2.0553
H -0.8524 4.1119 3.2420
H -2.4717 3.4656 3.5233
C -0.6554 0.0355 -1.0375
Cl -0.0579 -0.0861 -2.6811
Cl -1.3224 -1.4484 -0.4523
H 0.1190 0.4379 -0.3844
H -1.4497 0.7818 -1.0480
```


# C5H9NO2S

2 unconnected molecules or ions with the total composition C5H9NO2S at a distorted geometry (ωB97M-V/def2-TZVPD, the OMol25 dataset).

Energy relative to the best compared isomer or geometry (same formula, charge and spin): 336.2 kJ/mol
Strongest force on any atom: 3.92 eV/A
Net charge: 0
Highest occupied orbital energy (spin up / spin down): -8.0 / -8.2 eV

XYZ file:
```
18
C5H9NO2S (ωB97M-V/def2-TZVPD)
C 0.6933 0.8498 -2.9666
C 0.4069 0.7773 0.9575
C -0.9418 1.5049 0.6069
C -1.5579 -0.9414 -0.0178
C 1.1038 -1.6520 0.8110
N 0.2743 -0.5694 1.2838
O -0.0991 1.3413 -3.6247
O 1.4654 0.2909 -2.3035
S -1.7466 0.6100 -0.8257
H 1.1639 1.1118 0.2613
H 0.6411 1.3445 1.9060
H -1.5068 1.5801 1.5320
H -0.7052 2.4767 0.1430
H -1.2116 -1.7938 -0.6702
H -2.0508 -1.0757 0.9414
H 1.4313 -1.7473 -0.3873
H 2.1076 -1.5701 1.3719
H 0.5320 -2.5376 0.9808
```


# C5H14O3

3 unconnected molecules or ions with the total composition C5H14O3 at a distorted geometry (ωB97M-V/def2-TZVPD, the OMol25 dataset).

SMILES string: CC/C=C/CO.O.O
Energy relative to the best compared isomer or geometry (same formula, charge and spin): 116.6 kJ/mol
Strongest force on any atom: 3.54 eV/A
Net charge: 0
Highest occupied orbital energy: -9.5 eV

XYZ file:
```
22
C5H14O3 (ωB97M-V/def2-TZVPD)
C 1.2656 2.6373 1.7686
C 0.0021 2.0427 1.0696
C -0.5116 0.6331 1.2458
C 0.2413 -0.3560 0.7536
C -0.1372 -1.7936 0.8971
O 0.3703 -2.5352 -0.2555
H 2.1133 2.1306 1.3290
H 1.2214 2.4870 2.8540
H 1.2472 3.7174 1.6702
H -0.0683 2.2898 0.0125
H -0.7827 2.6399 1.6082
H -1.4575 0.4449 1.7457
H 1.1963 -0.1282 0.2800
H -1.2084 -1.8281 0.6727
H 0.3022 -2.1965 1.8086
H 1.1335 -3.0895 -0.0701
O -2.1166 0.3745 -2.2304
H -2.2088 0.3810 -1.2543
H -1.6633 1.2110 -2.3031
O 0.9190 -0.8333 -2.3028
H 0.7920 -1.5715 -1.6632
H 0.7202 -1.2066 -3.1836
```


# C3H9NO2S

2 unconnected molecules or ions with the total composition C3H9NO2S at a distorted geometry (ωB97M-V/def2-TZVPD, the OMol25 dataset).

SMILES string: NC(=O)CCS.O
Energy relative to the best compared isomer or geometry (same formula, charge and spin): 194.0 kJ/mol
Strongest force on any atom: 4.12 eV/A
Net charge: 0
Highest occupied orbital energy: -9.3 eV

XYZ file:
```
16
C3H9NO2S (ωB97M-V/def2-TZVPD)
N 1.4964 -1.6318 1.2838
C 1.3915 -0.3254 0.8114
O 2.3233 0.4488 0.4981
C -0.1269 0.1883 0.6046
C -0.2444 1.6416 0.5843
S -2.0044 2.3093 0.7472
H 0.9276 -2.4086 0.9925
H 2.5331 -1.8147 1.5568
H -0.7950 -0.2708 1.3518
H -0.4608 -0.2879 -0.2894
H 0.3859 2.2449 1.1965
H 0.2103 1.9162 -0.4119
H -2.1208 2.9063 2.0254
O -1.1963 -1.8179 -4.0332
H -0.4900 -1.5169 -3.4885
H -1.8296 -1.5814 -3.4294
```


# C5H13NO2

2 unconnected molecules or ions with the total composition C5H13NO2 at a distorted geometry (ωB97M-V/def2-TZVPD, the OMol25 dataset).

SMILES string: C/C=C\N.OCCO
Energy relative to the best compared isomer or geometry (same formula, charge and spin): 327.0 kJ/mol
Strongest force on any atom: 4.45 eV/A
Net charge: 0
Highest occupied orbital energy: -8.4 eV

XYZ file:
```
21
C5H13NO2 (ωB97M-V/def2-TZVPD)
C -0.0603 -0.2442 2.0760
C -1.4627 -0.3516 1.5608
C -2.0578 0.4744 0.7042
N -1.4957 1.6390 0.1404
H -0.0246 -0.4993 3.1368
H 0.5991 -0.9384 1.5482
H 0.3559 0.7572 1.9524
H -1.9684 -1.2825 1.7787
H -3.0380 0.2388 0.3113
H -2.1807 2.3578 -0.0492
H -0.7390 2.0250 0.6917
O 2.1602 -1.7588 -0.6795
C 2.2215 -0.4276 -1.0076
C 0.5492 -0.3375 -1.7862
O -0.0057 0.8560 -2.1850
H 1.5343 -2.1880 -1.3428
H 2.2209 0.2020 -0.1184
H 2.9545 -0.1865 -1.7804
H 0.1207 -0.6520 -0.8342
H 0.8684 -0.8874 -2.6703
H -0.5519 1.2036 -1.4471
```


# C3H3N4O4

A gas-phase ion, C3H3N4O4 (charge +1) at a distorted geometry (ωB97M-V/def2-TZVPD, the OMol25 dataset).

SMILES string: O=NC(=O)NC[N+]#C[N+](=O)[O-]
Energy relative to the best compared isomer or geometry (same formula, charge and spin): 150.4 kJ/mol
Strongest force on any atom: 7.37 eV/A
Net charge: +1
Highest occupied orbital energy: -13.3 eV

XYZ file:
```
14
C3H3N4O4 (ωB97M-V/def2-TZVPD)
O 1.3240 -3.1032 2.1526
N 1.2247 -2.3408 1.2647
C 0.1864 -1.3372 1.0288
O 0.0191 -0.3040 1.6325
N -0.3265 -1.5896 -0.2383
C -1.0914 -0.5466 -0.8861
N -0.4838 0.6931 -0.6389
C 0.0830 1.7313 -0.6522
N 0.6109 3.0189 -0.2238
O -0.3338 3.5268 0.2917
O 1.7271 3.3716 -0.3500
H 0.3753 -1.8560 -0.8975
H -2.0536 -0.4570 -0.4817
H -1.2614 -0.8073 -2.0019
```


# C11H17BN6OPt

A molecular structure, C11H17BN6OPt at a distorted geometry (ωB97M-V/def2-TZVPD, the OMol25 dataset).

Multiplicity: 5
Energy relative to the best compared isomer or geometry (same formula, charge and spin): 207.5 kJ/mol
Strongest force on any atom: 2.64 eV/A
Expectation value of S²: 6.027
Net charge: +2
Highest occupied orbital energy (spin up / spin down): -15.6 / -15.6 eV

XYZ file:
```
37
C11H17BN6OPt (ωB97M-V/def2-TZVPD)
H 0.9678 3.3225 0.2349
N 0.5313 1.7016 -1.1764
B 0.1695 0.3555 -3.3033
N 0.5369 1.6626 -2.5406
C 0.8979 2.8671 -3.0280
Pt -0.1092 -0.1305 -0.2044
H 0.9557 2.9912 -4.0971
C 1.1247 3.7125 -1.9514
H 1.4269 4.7341 -2.0522
C 0.8838 2.9635 -0.7884
H 0.2274 0.4820 -4.4768
C -0.5451 -1.7835 0.9414
H -0.5661 -1.7464 2.0454
H 0.2189 -2.5500 0.7289
H -1.5887 -2.0276 0.6889
N -1.2602 -0.0444 -2.8536
N 1.1432 -0.7522 -2.8049
N -1.5426 -0.2292 -1.5353
N 1.2442 -1.0402 -1.4760
C -2.3883 -0.2386 -3.5464
C 2.0099 -1.5306 -3.4639
H -2.3421 -0.1278 -4.6122
H 2.0660 -1.4204 -4.5264
C -3.4097 -0.5574 -2.6559
C 2.6652 -2.3405 -2.5438
C -2.8624 -0.5484 -1.3798
C 2.1664 -2.0262 -1.2831
H -4.4144 -0.7641 -2.9470
H 3.4071 -3.0571 -2.7980
H -3.3615 -0.7489 -0.4367
H 2.4390 -2.4516 -0.3203
H -0.9809 0.8519 0.9208
C 0.0096 0.0585 3.6154
O 0.2595 0.3436 2.3129
H 0.7142 -0.7351 3.8429
H -1.0222 -0.2006 3.8647
H 0.3467 1.0634 3.8555
```


# CBr3P

CBr3P in the gas phase at a distorted geometry (ωB97M-V/def2-TZVPD, the OMol25 dataset).

Energy relative to the best compared isomer or geometry (same formula, charge and spin): 461.4 kJ/mol
Strongest force on any atom: 1.54 eV/A
Net charge: 0
Highest occupied orbital energy (spin up / spin down): -7.3 / -7.0 eV

XYZ file:
```
5
CBr3P (ωB97M-V/def2-TZVPD)
C 0.4788 1.2792 -1.1106
P -0.5872 -1.4831 1.6888
Br 2.0926 1.8977 -1.5466
Br 0.6556 -0.8073 -0.2781
Br -2.6398 -0.8865 1.2465
```


no.,E_tot (eV)
1,-8301.2049
2,-13466.0865
3,-29027.5342
4,-49856.1595
5,-52785.6880
6,-21748.1769
7,-11552.9153
8,-19676.4023
9,-10978.4894
10,-17292.9537
11,-26570.4976
12,-220447.5971